1.
{
  "formula": "C40H41FeN2O",
  "method": "ωB97M-V/def2-TZVPD",
  "de_lowest_kj_mol": 223.59,
  "largest_force_ev_per_a": 3.165,
  "gap_ev": [3.40, 5.27],
  "charge": -1,
  "multiplicity": 5,
  "species": ["C", "N", "C", "O", "C", "C", "C", "C", "C", "C", "C", "C", "N", "C", "C", "C", "C", "C", "C", "C", "C", "C", "C", "C", "C", "C", "H", "H", "H", "H", "H", "H", "H", "H", "H", "H", "H", "H", "H", "H", "H", "H", "H", "H", "H", "H", "H", "H", "H", "H", "H", "H", "C", "C", "C", "C", "C", "Fe", "C", "C", "C", "C", "C", "C", "C", "C", "C", "C", "C", "C", "H", "H", "H", "H", "H", "H", "H", "H", "H", "H", "H", "H", "H", "H", "H"],
  "xyz": [[0.721, 1.925, 3.060], [-0.426, 1.278, 2.475], [-0.821, 1.502, 1.168], [-0.221, 2.170, 0.323], [-2.075, 0.691, 0.928], [-3.289, 1.637, 1.047], [-3.744, 2.275, -0.249], [-5.027, 2.839, -0.315], [-5.530, 3.308, -1.531], [-4.742, 3.239, -2.690], [-3.424, 2.778, -2.596], [-2.906, 2.357, -1.366], [-1.956, -0.298, 2.018], [-1.601, -1.571, 1.846], [-1.176, -2.240, 0.569], [-1.986, -3.527, 0.366], [-2.030, -3.986, -0.951], [-2.458, -5.279, -1.235], [-2.825, -6.137, -0.190], [-2.787, -5.680, 1.129], [-2.367, -4.370, 1.411], [-1.357, 0.410, 3.173], [-2.342, 1.285, 3.985], [-1.734, 1.349, 5.392], [-0.704, 0.211, 5.502], [-0.767, -0.566, 4.190], [1.281, 2.428, 2.261], [0.430, 2.666, 3.817], [1.377, 1.185, 3.543], [-2.072, 0.206, -0.057], [-4.133, 1.127, 1.544], [-3.001, 2.464, 1.721], [-5.642, 2.896, 0.586], [-6.539, 3.723, -1.591], [-5.147, 3.548, -3.659], [-2.787, 2.751, -3.480], [-1.852, 2.093, -1.273], [-1.942, -2.254, 2.629], [-1.428, -1.559, -0.251], [-1.692, -3.326, -1.754], [-2.557, -5.589, -2.275], [-3.129, -7.168, -0.393], [-3.152, -6.299, 1.956], [-2.304, -4.061, 2.457], [-2.430, 2.288, 3.555], [-3.331, 0.800, 3.982], [-1.240, 2.313, 5.561], [-2.517, 1.258, 6.154], [0.310, 0.589, 5.681], [-0.949, -0.442, 6.342], [-1.476, -1.400, 4.288], [0.188, -0.981, 3.849], [3.286, -1.576, -2.345], [2.646, -2.797, -1.884], [3.515, -3.413, -0.892], [4.690, -2.572, -0.741], [4.548, -1.436, -1.637], [3.044, -1.560, -0.386], [3.272, -0.485, 1.273], [2.652, 0.292, 0.222], [1.449, -0.396, -0.196], [1.327, -1.603, 0.588], [0.260, -2.659, 0.389], [0.636, -3.979, 1.106], [0.704, -5.185, 0.397], [0.969, -6.385, 1.056], [1.293, -6.381, 2.416], [1.215, -5.182, 3.126], [0.769, -4.015, 2.487], [2.453, -1.656, 1.502], [2.934, -0.937, -3.152], [1.759, -3.248, -2.323], [3.369, -4.392, -0.438], [5.565, -2.800, -0.142], [5.300, -0.674, -1.819], [4.172, -0.234, 1.838], [2.972, 1.258, -0.174], [0.727, -0.073, -0.946], [0.322, -2.913, -0.678], [0.508, -5.194, -0.679], [0.979, -7.318, 0.487], [1.626, -7.301, 2.907], [1.528, -5.126, 4.171], [0.567, -3.106, 3.055], [2.602, -2.428, 2.258]]
}



2.
{
  "formula": "C40H41IrN4OPS3",
  "method": "ωB97M-V/def2-TZVPD",
  "de_lowest_kj_mol": 0.00,
  "largest_force_ev_per_a": 0.309,
  "gap_ev": [6.51, 6.03],
  "charge": 1,
  "multiplicity": 5,
  "species": ["Ir", "C", "C", "C", "C", "C", "C", "C", "C", "S", "C", "N", "C", "C", "C", "C", "C", "C", "C", "C", "H", "H", "H", "H", "H", "H", "H", "H", "H", "H", "H", "H", "H", "H", "H", "H", "N", "P", "C", "C", "C", "C", "C", "C", "C", "C", "C", "C", "C", "C", "C", "C", "C", "C", "C", "C", "H", "H", "H", "H", "H", "H", "H", "H", "H", "H", "H", "H", "H", "H", "H", "C", "C", "N", "O", "H", "H", "H", "H", "H", "S", "C", "N", "C", "C", "S", "H", "H", "H", "H", "H"],
  "xyz": [[-0.110, 1.101, 0.755], [4.577, -1.331, 1.975], [5.524, -0.586, 1.033], [6.662, 0.026, 1.859], [6.113, -1.608, 0.048], [4.803, 0.497, 0.231], [5.548, 1.291, -0.667], [4.955, 2.184, -1.530], [3.567, 2.293, -1.513], [2.525, 3.191, -2.555], [1.130, 2.510, -1.743], [1.447, 1.725, -0.723], [2.809, 1.556, -0.595], [3.435, 0.666, 0.286], [-1.271, 2.423, -1.823], [-2.332, 2.836, -2.677], [-3.635, 2.514, -2.410], [-3.925, 1.765, -1.265], [-2.906, 1.363, -0.414], [-1.560, 1.676, -0.635], [5.139, -2.080, 2.535], [3.786, -1.846, 1.424], [4.106, -0.653, 2.688], [7.214, -0.764, 2.373], [6.274, 0.718, 2.604], [7.369, 0.571, 1.234], [6.603, -2.415, 0.596], [6.852, -1.153, -0.610], [5.329, -2.041, -0.575], [6.624, 1.177, -0.708], [5.548, 2.758, -2.229], [2.816, 0.072, 0.942], [-2.057, 3.408, -3.553], [-4.427, 2.834, -3.073], [-4.949, 1.501, -1.036], [-3.185, 0.792, 0.464], [-0.053, 2.835, -2.261], [0.382, 2.967, 2.229], [2.145, 3.111, 2.667], [2.877, 4.274, 2.454], [4.203, 4.349, 2.864], [4.794, 3.276, 3.511], [4.072, 2.105, 3.710], [2.766, 2.014, 3.265], [-0.471, 2.791, 3.838], [-1.858, 2.631, 3.805], [-2.573, 2.451, 4.979], [-1.908, 2.429, 6.202], [-0.535, 2.619, 6.244], [0.182, 2.809, 5.067], [-0.097, 4.662, 1.765], [-0.208, 5.662, 2.733], [-0.541, 6.954, 2.363], [-0.766, 7.261, 1.025], [-0.662, 6.272, 0.061], [-0.331, 4.975, 0.432], [2.417, 5.125, 1.970], [4.767, 5.256, 2.690], [5.820, 3.346, 3.848], [4.538, 1.261, 4.202], [2.217, 1.084, 3.383], [-2.377, 2.635, 2.854], [-3.646, 2.319, 4.941], [-2.465, 2.280, 7.118], [-0.018, 2.627, 7.195], [1.252, 2.957, 5.114], [-0.037, 5.431, 3.778], [-0.627, 7.723, 3.119], [-1.028, 8.271, 0.741], [-0.843, 6.500, -0.981], [-0.268, 4.203, -0.320], [0.859, -3.213, -0.906], [0.364, -1.799, -0.805], [-0.680, -1.451, -1.566], [0.910, -1.004, -0.031], [0.390, -3.773, -1.712], [0.656, -3.711, 0.042], [1.938, -3.197, -1.052], [-1.112, -2.108, -2.191], [-1.069, -0.520, -1.485], [-1.416, -0.364, 2.072], [-0.332, -0.797, 3.295], [-0.499, -0.507, 4.584], [0.617, -0.786, 5.475], [1.397, -1.914, 4.807], [1.157, -1.669, 3.017], [-1.238, 0.128, 4.859], [0.244, -1.088, 6.453], [1.230, 0.112, 5.599], [1.019, -2.895, 5.087], [2.460, -1.862, 5.031]]
}



3.
{
  "formula": "C40H41LaOP2",
  "method": "ωB97M-V/def2-TZVPD",
  "largest_force_ev_per_a": 4.839,
  "gap_ev": [4.86, 4.87],
  "charge": 2,
  "multiplicity": 1,
  "species": ["C", "C", "C", "C", "C", "C", "P", "C", "C", "C", "C", "C", "C", "La", "P", "C", "C", "C", "C", "C", "C", "C", "C", "C", "C", "C", "C", "C", "C", "C", "C", "C", "C", "C", "C", "C", "C", "C", "C", "H", "H", "H", "H", "H", "H", "H", "H", "H", "H", "H", "H", "H", "H", "H", "H", "H", "H", "H", "H", "H", "H", "H", "H", "H", "H", "H", "H", "H", "H", "H", "H", "C", "C", "C", "C", "O", "H", "H", "H", "H", "H", "H", "H", "H", "H"],
  "xyz": [[0.643, -1.563, -3.045], [-0.336, -2.027, -2.155], [-1.682, -1.997, -2.582], [-2.023, -1.661, -3.896], [-1.016, -1.309, -4.808], [0.296, -1.213, -4.350], [-0.071, -2.000, -0.372], [-1.355, -3.138, 0.204], [-2.501, -2.640, 0.860], [-3.422, -3.578, 1.302], [-3.261, -4.942, 1.074], [-2.136, -5.396, 0.408], [-1.158, -4.507, -0.015], [-1.293, 0.527, 1.185], [0.338, 2.414, -0.839], [-1.144, 2.406, -1.824], [-1.124, 2.652, -3.210], [-2.298, 2.510, -3.972], [-3.327, 1.746, -3.404], [-3.346, 1.535, -2.029], [-2.307, 1.930, -1.214], [0.004, 3.351, 0.627], [0.701, 3.029, 1.821], [0.407, 3.766, 2.972], [-0.702, 4.630, 2.992], [-1.383, 4.934, 1.802], [-0.977, 4.353, 0.605], [1.934, 2.659, -1.514], [2.967, 1.701, -1.379], [4.220, 1.917, -1.974], [4.506, 3.099, -2.689], [3.462, 4.045, -2.834], [2.221, 3.849, -2.216], [1.507, -2.831, -0.261], [1.995, -3.669, -1.290], [3.270, -4.244, -1.189], [4.052, -4.062, -0.047], [3.516, -3.330, 1.017], [2.268, -2.707, 0.924], [1.491, 2.264, 1.825], [1.014, 3.688, 3.879], [-0.991, 5.148, 3.918], [-2.233, 5.616, 1.789], [-1.461, 4.563, -0.341], [-0.172, 2.950, -3.714], [-2.377, 2.926, -4.987], [-4.143, 1.393, -4.034], [-4.171, 1.010, -1.571], [-2.497, 1.859, -0.145], [2.786, 0.726, -0.940], [5.000, 1.137, -1.995], [5.479, 3.253, -3.220], [3.585, 4.898, -3.520], [1.404, 4.548, -2.385], [1.393, -3.851, -2.189], [3.621, -4.854, -2.018], [5.032, -4.539, 0.033], [4.094, -3.264, 1.938], [1.863, -2.127, 1.762], [-2.730, -1.556, 1.090], [-4.260, -3.189, 1.874], [-3.997, -5.640, 1.458], [-1.967, -6.439, 0.258], [-0.195, -4.823, -0.426], [-2.506, -2.170, -1.867], [-3.082, -1.717, -4.187], [-1.242, -1.067, -5.837], [1.081, -0.791, -4.965], [1.687, -1.683, -2.739], [0.187, 0.915, -0.368], [-0.277, -0.622, -0.180], [1.016, -0.610, 4.364], [-0.313, 0.132, 4.525], [-1.407, -0.678, 5.189], [-0.127, 1.499, 5.145], [-0.792, 0.324, 3.150], [1.491, -0.803, 5.340], [1.710, -0.027, 3.726], [0.849, -1.560, 3.827], [-1.247, -0.816, 6.261], [-2.358, -0.174, 5.026], [-1.467, -1.643, 4.687], [0.740, 1.993, 4.704], [-0.996, 2.131, 4.950], [0.032, 1.431, 6.229]]
}